Here is CClNO4 as an isolated structure in a non-equilibrium geometry from the OMol25 dataset. Energies are from ωB97M-V with the def2-TZVPD basis set.

As for the total energy: -853.8261 hartree. The strongest force on any atom comes out at 4.40 eV/Å. The energy relative to the best compared isomer or geometry (same formula, charge and spin) is 253.2 kJ/mol. The calculation puts the gap between HOMO and LUMO at 10.20 eV.

```
! wB97M-V def2-TZVPD RIJCOSX def2/J DEFGRID3
* xyz 0 1
C -1.048 -1.183 -0.149
N 0.892 0.554 0.018
O 0.008 1.276 0.311
O -1.557 -1.443 0.832
O 2.030 0.839 -0.206
O 0.768 -0.787 0.008
Cl -1.569 -0.950 -1.659
*
```